1.
{
  "formula": "C3H7N2S",
  "method": "the ωB97M-V functional and the def2-TZVPD basis",
  "elements": ["C", "C", "C", "N", "N", "S", "H", "H", "H", "H", "H", "H", "H"],
  "positions_angstrom": [[-1.54, -0.75, -0.31], [-1.69, 0.63, 0.18], [0.81, 0.17, 0.56], [-0.50, -1.36, -0.17], [2.08, -0.08, -0.31], [-0.10, 1.47, -0.16], [-2.34, -1.25, -0.91], [-2.65, 1.18, -0.10], [-1.60, 0.51, 1.22], [0.72, -0.11, 1.56], [1.94, -1.05, -0.64], [2.95, 0.12, 0.16], [1.93, 0.52, -1.07]],
  "energy_ha": -625.832404,
  "charge": 1,
  "homo_energy_ev": [-13.42, -13.42],
  "e_above_lowest_ev": 3.804,
  "homo_lumo_gap_ev": [8.8965, 8.8965]
}

2.
{
  "formula": "C3H7N2S",
  "method": "the ωB97M-V functional and the def2-TZVPD basis",
  "elements": ["C", "C", "C", "N", "N", "S", "H", "H", "H", "H", "H", "H", "H"],
  "positions_angstrom": [[4.04, 0.68, 0.01], [2.99, 0.09, -0.60], [-2.58, 0.29, -0.71], [-1.86, 1.25, -1.14], [-2.71, -0.13, 0.55], [1.65, -0.24, 0.50], [4.97, 0.75, -0.47], [3.82, 1.09, 0.95], [2.97, -0.36, -1.52], [-2.89, -0.44, -1.50], [-1.67, 1.46, -2.02], [-3.60, -0.66, 0.80], [-2.11, 0.22, 1.21]],
  "energy_ha": -625.763433,
  "charge": 1,
  "homo_energy_ev": [-12.69, -12.38],
  "e_above_lowest_ev": 5.680,
  "homo_lumo_gap_ev": [4.0731, 3.4839]
}

3.
{
  "formula": "C3H7N2S",
  "method": "the ωB97M-V functional and the def2-TZVPD basis",
  "elements": ["C", "C", "C", "N", "N", "S", "H", "H", "H", "H", "H", "H", "H"],
  "positions_angstrom": [[-1.14, 0.29, -0.87], [1.03, -0.97, -0.25], [0.35, -0.31, 0.92], [-0.96, 0.23, 0.45], [-0.27, -0.25, -1.64], [1.39, 1.21, 1.40], [-2.05, 0.82, -1.22], [1.93, -0.60, -0.67], [0.95, -1.97, -0.63], [-0.07, -0.89, 1.68], [-1.38, 0.94, 1.14], [-0.09, -0.22, -2.55], [0.31, 1.71, 2.24]],
  "energy_ha": -625.860830,
  "charge": 1,
  "homo_energy_ev": -13.88,
  "e_above_lowest_ev": 3.030,
  "homo_lumo_gap_ev": 9.0833
}

4.
{
  "formula": "C3H7N2S",
  "method": "the ωB97M-V functional and the def2-TZVPD basis",
  "elements": ["C", "C", "C", "N", "N", "S", "H", "H", "H", "H", "H", "H", "H"],
  "positions_angstrom": [[2.41, 0.57, 0.28], [0.05, 0.45, -0.52], [-1.37, -1.41, 0.34], [1.22, 0.45, -0.07], [-0.97, -0.34, -0.63], [0.28, 2.25, -2.21], [2.78, 1.21, 1.18], [3.24, 0.09, -0.29], [-2.31, -1.75, -0.15], [-0.69, -2.17, 0.64], [-1.70, -0.90, 1.21], [-1.54, -0.13, -1.47], [0.70, 1.63, -3.27]],
  "energy_ha": -625.813046,
  "charge": 1,
  "homo_energy_ev": -13.96,
  "e_above_lowest_ev": 4.330,
  "homo_lumo_gap_ev": 7.5088
}

5.
{
  "formula": "C3H7N2Si",
  "method": "the ωB97M-V functional and the def2-TZVPD basis",
  "elements": ["C", "C", "C", "N", "N", "Si", "H", "H", "H", "H", "H", "H", "H"],
  "positions_angstrom": [[1.32, -0.02, 1.61], [0.44, 0.55, 0.80], [0.47, -1.59, 0.30], [1.36, -1.33, 1.35], [-0.07, -0.43, -0.06], [-1.25, -0.43, -1.46], [1.92, 0.57, 2.22], [0.47, 1.63, 0.67], [0.28, -2.54, -0.18], [1.81, -1.99, 1.84], [-1.73, 0.85, -0.88], [-2.87, 2.58, -3.27], [-2.15, 2.16, -2.93]],
  "energy_ha": -517.170429,
  "charge": 1,
  "homo_energy_ev": -13.97,
  "e_above_lowest_ev": 2.607,
  "homo_lumo_gap_ev": 8.6024
}

6.
{
  "formula": "C3H7N3",
  "method": "the ωB97M-V functional and the def2-TZVPD basis",
  "elements": ["C", "C", "C", "N", "N", "N", "H", "H", "H", "H", "H", "H", "H"],
  "positions_angstrom": [[1.43, 0.28, -0.12], [-0.01, 0.12, 0.20], [-0.73, 0.37, 1.45], [-0.17, 0.55, 2.56], [-0.96, -0.07, -0.69], [-0.86, -0.66, -1.94], [1.58, 1.04, -0.89], [1.96, 0.57, 0.79], [1.86, -0.66, -0.49], [-0.81, 0.89, 3.28], [-1.83, -0.01, 0.05], [0.07, -1.00, -2.16], [-1.54, -1.41, -2.02]],
  "energy_ha": -282.609740,
  "homo_energy_ev": [-6.67, -6.67],
  "e_above_lowest_ev": 4.477,
  "homo_lumo_gap_ev": [6.8271, 6.8232]
}

7.
{
  "formula": "C3H7N3",
  "method": "the ωB97M-V functional and the def2-TZVPD basis",
  "elements": ["C", "C", "N", "N", "N", "C", "H", "H", "H", "H", "H", "H", "H"],
  "positions_angstrom": [[-1.98, -1.24, 0.09], [-1.27, -0.28, 0.23], [-0.39, 0.74, 0.41], [-0.46, 1.88, -0.35], [0.95, 0.30, 0.69], [1.46, -0.83, -0.13], [-2.53, -2.05, -0.21], [-0.83, 1.80, -1.26], [-0.64, 2.76, 0.12], [0.88, 0.14, 1.67], [1.73, -0.50, -1.20], [2.30, -1.17, 0.30], [0.78, -1.57, -0.35]],
  "energy_ha": -282.599459,
  "homo_energy_ev": -8.39,
  "e_above_lowest_ev": 4.756,
  "homo_lumo_gap_ev": 9.4905
}

8.
{
  "formula": "C3H7N3",
  "method": "the ωB97M-V functional and the def2-TZVPD basis",
  "elements": ["H", "N", "C", "N", "C", "C", "N", "H", "H", "H", "H", "H", "H"],
  "positions_angstrom": [[-1.14, -1.48, -1.43], [-0.33, -0.70, -1.17], [-0.71, 0.13, -0.23], [-1.95, 0.45, 0.35], [0.52, 0.78, 0.26], [1.48, -0.34, 0.62], [1.77, 0.44, -0.55], [-2.60, -0.33, -0.06], [-2.00, 0.68, 1.23], [0.35, 1.92, 0.51], [2.39, -0.36, 1.33], [0.87, -1.28, 0.57], [1.34, 0.08, -1.44]],
  "energy_ha": -282.658071,
  "homo_energy_ev": -9.29,
  "e_above_lowest_ev": 3.161,
  "homo_lumo_gap_ev": 10.0906
}

9.
{
  "formula": "C3H7N3",
  "method": "the ωB97M-V functional and the def2-TZVPD basis",
  "elements": ["C", "C", "C", "N", "N", "N", "H", "H", "H", "H", "H", "H", "H"],
  "positions_angstrom": [[0.47, 0.35, 0.12], [-1.92, 0.10, -0.49], [1.76, -0.48, -0.26], [-0.66, -0.05, -0.26], [2.88, -0.04, 0.09], [-2.92, -0.34, 0.28], [0.65, 1.36, 0.62], [-2.09, 0.61, -1.35], [1.40, -1.33, -0.86], [2.89, 0.70, 0.70], [3.85, -0.31, -0.13], [-3.66, 0.31, 0.44], [-2.66, -0.87, 1.09]],
  "energy_ha": -281.922452,
  "multiplicity": 3,
  "charge": 2,
  "homo_energy_ev": [-16.87, -21.73],
  "e_above_lowest_ev": 0.133,
  "homo_lumo_gap_ev": [7.1666, 7.7257]
}

10.
{
  "formula": "C3H7N3O",
  "method": "the ωB97M-V functional and the def2-TZVPD basis",
  "elements": ["C", "C", "N", "N", "N", "C", "O", "H", "H", "H", "H", "H", "H", "H"],
  "positions_angstrom": [[0.85, -1.24, -0.21], [0.87, 0.26, 0.01], [2.04, 0.80, 0.49], [-0.14, 1.06, -0.19], [-1.27, 0.48, -0.67], [-2.37, 0.35, 0.14], [-3.49, 0.07, -0.27], [0.98, -1.74, 0.76], [1.68, -1.51, -0.87], [-0.08, -1.59, -0.66], [1.93, 1.74, 0.84], [2.61, 0.20, 1.08], [-1.47, 0.62, -1.66], [-2.14, 0.50, 1.21]],
  "energy_ha": -357.998607,
  "homo_energy_ev": -8.78,
  "e_above_lowest_ev": 1.395,
  "homo_lumo_gap_ev": 9.5185
}

11.
{
  "formula": "C3H7N3O",
  "method": "the ωB97M-V functional and the def2-TZVPD basis",
  "elements": ["N", "N", "C", "N", "C", "C", "O", "H", "H", "H", "H", "H", "H", "H"],
  "positions_angstrom": [[1.98, 1.77, 0.60], [0.61, 1.65, 0.59], [0.04, 0.48, 0.14], [0.69, -0.59, -0.09], [-0.32, -1.61, -0.37], [-1.62, -0.83, -0.48], [-1.31, 0.49, 0.02], [2.38, 1.15, -0.12], [2.28, 1.44, 1.52], [0.11, 2.52, 0.40], [-0.35, -2.36, 0.40], [-0.06, -2.18, -1.28], [-2.01, -0.69, -1.49], [-2.42, -1.26, 0.18]],
  "energy_ha": -357.983706,
  "homo_energy_ev": -8.82,
  "e_above_lowest_ev": 1.800,
  "homo_lumo_gap_ev": 9.7845
}

12.
{
  "formula": "C3H7N3O",
  "method": "the ωB97M-V functional and the def2-TZVPD basis",
  "elements": ["H", "N", "C", "N", "N", "H", "C", "C", "O", "H", "H", "H", "H", "H"],
  "positions_angstrom": [[1.15, -0.27, -2.60], [1.33, -0.35, -1.61], [0.31, -0.19, -0.86], [-0.83, 0.37, -1.26], [-1.95, -0.17, -1.39], [-2.65, 0.54, -1.65], [0.52, -0.41, 0.63], [-0.45, 0.46, 1.51], [1.84, -0.14, 0.96], [0.28, -1.48, 0.82], [-0.22, 0.23, 2.55], [-1.52, 0.30, 1.37], [-0.18, 1.51, 1.34], [2.37, -0.39, 0.19]],
  "energy_ha": -357.939070,
  "homo_energy_ev": -9.57,
  "e_above_lowest_ev": 3.015,
  "homo_lumo_gap_ev": 9.3506
}